The following is a quantum chemistry calculation of a single C7H13N molecule, from the OMol25 dataset.

Geometry as ORCA input:
```
! wB97M-V def2-TZVPD RIJCOSX def2/J DEFGRID3
* xyz 0 1
N 0.03 -1.81 -1.12
C 0.07 -2.03 -2.55
C 0.23 -0.07 0.54
C -0.30 -0.45 -0.60
C 0.48 2.26 1.49
C 1.42 -0.59 1.27
C -0.31 1.37 0.89
C -1.78 1.66 0.72
H 1.54 2.10 1.63
H 1.60 -1.63 1.02
H -2.01 1.86 -0.32
H -2.06 2.54 1.30
H 0.09 3.17 1.91
H -2.38 0.81 1.05
H 2.32 -0.02 1.03
H -0.79 -1.52 -2.99
H 1.26 -0.49 2.34
H 0.01 -3.10 -2.78
H 0.74 -2.34 -0.64
H -1.13 -0.04 -1.16
H 0.98 -1.66 -3.03
*
```

HOMO energy   -0.2822 Eh
Energy above the lowest of the compared OMol25 structures with the same formula, charge and spin   162.3 kJ/mol
SMILES   C=C(C)/C(C)=C/NC
Frontier orbital gap   8.637 eV

These are the natural (NBO) partial charges, in e, on atoms 1 to 8: number 1, N, carries -0.640; number 2, C, carries -0.401; number 3, C, carries -0.101; number 4, C, carries 0.020; number 5, C, carries -0.437; number 6, C, carries -0.634; number 7, C, carries 0.030; number 8, C, carries -0.648

---

The following is a quantum chemistry calculation of a single C7H13N molecule, from the OMol25 dataset.

Geometry as ORCA input:
```
! wB97M-V def2-TZVPD RIJCOSX def2/J DEFGRID3
* xyz 0 1
N 2.06 1.18 0.74
C -3.22 0.34 0.15
C -0.32 -0.74 1.20
C -0.89 0.30 -1.05
C 1.50 0.46 -0.37
C 2.36 -0.76 -0.70
C -0.08 -0.04 -0.09
C -2.49 0.05 -0.91
H 3.39 -0.44 -0.87
H 2.13 0.60 1.57
H -1.30 -1.21 1.21
H 2.36 -1.47 0.13
H 1.49 1.14 -1.23
H -2.96 -0.35 -1.80
H -2.78 0.73 1.06
H 1.99 -1.25 -1.59
H -0.63 0.79 -1.97
H 1.52 2.01 0.96
H 0.44 -1.50 1.37
H -4.30 0.24 0.15
H -0.27 -0.04 2.04
*
```

HOMO energy   -0.3265 Eh
Energy above the lowest of the compared OMol25 structures with the same formula, charge and spin   153.0 kJ/mol
SMILES   C=C/C=C(\C)[C@H](C)N
Frontier orbital gap   9.878 eV

These are the natural (NBO) partial charges, in e, on atoms 1 to 8: number 1, N, carries -0.834; number 2, C, carries -0.408; number 3, C, carries -0.675; number 4, C, carries -0.249; number 5, C, carries -0.043; number 6, C, carries -0.618; number 7, C, carries 0.024; number 8, C, carries -0.195

---

The following is a quantum chemistry calculation of a single C7H13N molecule, from the OMol25 dataset.

Geometry as ORCA input:
```
! wB97M-V def2-TZVPD RIJCOSX def2/J DEFGRID3
* xyz 0 1
N -1.47 0.52 -2.32
C -0.08 -0.65 0.86
C 0.97 0.39 2.93
C 0.67 -0.98 -0.42
C -0.31 1.03 -1.59
C -1.14 -1.22 1.41
C 0.86 -0.01 -1.57
C 0.73 0.35 1.61
H 0.09 1.94 -2.02
H 0.66 -0.47 3.52
H 0.66 -0.45 -2.53
H 1.06 1.24 1.07
H -1.74 1.21 -3.00
H -1.88 -1.82 0.89
H -0.56 1.29 -0.56
H 1.56 -1.50 -0.05
H 1.67 1.08 3.36
H -2.24 0.32 -1.70
H -1.38 -0.98 2.44
H 0.09 -1.81 -0.85
H 1.80 0.53 -1.50
*
```

HOMO energy   -0.3302 Eh
Energy above the lowest of the compared OMol25 structures with the same formula, charge and spin   197.6 kJ/mol
SMILES   C=CC(=C)CCCN
Frontier orbital gap   10.024 eV

These are the natural (NBO) partial charges, in e, on atoms 1 to 8: number 1, N, carries -0.857; number 2, C, carries -0.018; number 3, C, carries -0.385; number 4, C, carries -0.451; number 5, C, carries -0.215; number 6, C, carries -0.393; number 7, C, carries -0.415; number 8, C, carries -0.218

---

The following is a quantum chemistry calculation of a single C7H13N molecule, from the OMol25 dataset.

Geometry as ORCA input:
```
! wB97M-V def2-TZVPD RIJCOSX def2/J DEFGRID3
* xyz 0 1
N 1.77 -1.03 0.48
C 1.98 0.27 -0.22
C -0.36 1.39 -1.31
C 0.56 0.52 -0.83
C -0.90 -1.30 0.83
C -1.60 0.97 -0.38
C 0.64 -1.19 1.27
C -1.71 -0.39 0.28
H -0.50 2.53 -0.75
H 0.64 -2.19 1.64
H 0.89 -0.33 2.07
H 2.27 1.00 0.49
H -2.50 0.82 -1.08
H 3.09 0.15 -0.69
H 0.17 -0.44 -1.10
H 0.38 0.54 0.42
H -1.33 -2.32 0.93
H 1.56 -1.48 -0.33
H -0.31 1.66 -2.26
H -2.76 -0.82 0.15
H -1.97 1.65 0.41
*
```

HOMO energy   -0.3180 Eh
Energy above the lowest of the compared OMol25 structures with the same formula, charge and spin   752.0 kJ/mol
SMILES   C1=C\CNCCCC/1
Frontier orbital gap   9.611 eV

These are the natural (NBO) partial charges, in e, on atoms 1 to 8: number 1, N, carries -0.599; number 2, C, carries -0.235; number 3, C, carries -0.388; number 4, C, carries -0.434; number 5, C, carries -0.237; number 6, C, carries -0.443; number 7, C, carries -0.286; number 8, C, carries -0.185

---

| no. | maximum force (eV Å⁻¹) |
| --- | --- |
| 1 | 5.5 |
| 2 | 4.9 |
| 3 | 3.0 |
| 4 | 10.4 |